1.
A 2-piece molecular cluster, C40H33N4 overall in a non-equilibrium geometry. Source: OMol25; level of theory: wB97M-V/def2-TZVPD.

- charge = +1
- E_tot (eV) = -47969.3714
- Kohn-Sham gap (eV) = 6.1

```
77
Properties=species:S:1:pos:R:3:lowdin_charge:R:1
C 3.59 -2.46 -6.37 -0.082
C 3.44 -3.69 -5.73 -0.075
C 3.50 -3.75 -4.34 -0.006
C 3.73 -2.58 -3.60 -0.216
N 3.80 -2.66 -2.18 -0.049
C 5.07 -2.64 -1.56 -0.221
C 5.68 -1.41 -1.27 -0.015
C 6.97 -1.38 -0.74 -0.072
C 7.62 -2.58 -0.45 -0.082
C 7.01 -3.81 -0.71 -0.073
C 5.73 -3.84 -1.28 -0.012
C 2.66 -2.33 -1.42 -0.185
C 2.11 -3.31 -0.57 0.028
C 0.90 -3.07 0.04 0.007
C 0.30 -1.79 -0.05 -0.205
C -0.93 -1.57 0.61 0.085
C -1.28 -0.37 1.24 -0.199
C -2.66 -0.18 1.55 0.019
C -3.12 1.05 2.00 0.030
C -2.19 2.07 2.29 -0.161
N -2.67 3.29 2.75 0.005
C -1.83 4.24 3.39 -0.236
C -1.29 5.30 2.65 -0.010
C -0.46 6.23 3.27 -0.063
C -0.24 6.14 4.65 -0.072
C -0.86 5.15 5.41 -0.066
C -1.65 4.19 4.78 -0.006
C -3.96 3.73 2.33 -0.247
C -5.00 3.78 3.26 -0.007
C -6.26 4.22 2.85 -0.062
C -6.44 4.68 1.54 -0.071
C -5.38 4.66 0.63 -0.064
C -4.15 4.15 1.00 -0.014
C -0.81 1.87 2.10 0.030
C -0.36 0.68 1.56 0.022
C 0.96 -0.76 -0.78 0.002
C 2.10 -1.06 -1.51 0.016
C 3.93 -1.36 -4.25 -0.024
C 3.84 -1.29 -5.64 -0.070
H 3.52 -2.41 -7.46 0.106
H 3.28 -4.60 -6.30 0.108
H 3.40 -4.70 -3.80 0.117
H 5.13 -0.49 -1.49 0.109
H 7.46 -0.42 -0.56 0.107
H 8.62 -2.56 -0.02 0.105
H 7.52 -4.75 -0.49 0.109
H 5.23 -4.78 -1.52 0.116
H 2.64 -4.26 -0.45 0.128
H 0.42 -3.83 0.66 0.127
H -1.68 -2.37 0.57 0.096
H -3.34 -1.00 1.35 0.108
H -4.19 1.22 2.12 0.127
H -1.52 5.38 1.58 0.117
H 0.01 7.02 2.68 0.112
H 0.41 6.87 5.14 0.110
H -0.74 5.12 6.49 0.112
H -2.15 3.40 5.35 0.121
H -4.81 3.44 4.28 0.124
H -7.08 4.21 3.56 0.113
H -7.41 5.06 1.24 0.109
H -5.51 5.05 -0.38 0.111
H -3.32 4.07 0.30 0.122
H -0.11 2.67 2.37 0.126
H 0.71 0.56 1.36 0.121
H 0.54 0.24 -0.80 0.117
H 2.56 -0.31 -2.15 0.114
H 4.17 -0.47 -3.66 0.103
H 3.98 -0.34 -6.15 0.107
N -3.31 -3.33 -0.45 0.012
C -3.36 -4.54 -0.99 -0.174
N -4.52 -4.68 -1.70 0.042
C -5.23 -3.49 -1.61 -0.088
C -4.45 -2.66 -0.82 -0.150
H -2.65 -5.36 -0.93 0.122
H -4.78 -5.53 -2.20 0.155
H -6.18 -3.33 -2.08 0.106
H -4.66 -1.63 -0.52 0.090
```

2.
C40H33N6O3RuS5 as an isolated structure. Source: OMol25; level of theory: wB97M-V/def2-TZVPD.

- charge = 0
- multiplicity = 6
- E_tot (eV) = -113856.2011
- Kohn-Sham gap (alpha / beta) (eV) = 7.3 / 7.1

```
88
Properties=species:S:1:pos:R:3:lowdin_charge:R:1
Ru -0.79 -0.28 0.67 1.446
N 0.72 -2.93 4.11 0.068
C 0.33 -1.89 3.33 -0.874
S -1.12 -2.10 2.42 0.615
N 1.10 -0.83 3.36 0.003
N 0.64 0.17 2.58 -0.027
C 1.22 1.31 2.68 -0.186
C 2.38 1.56 3.57 -0.194
C 3.62 1.00 3.26 -0.030
C 4.71 1.23 4.07 -0.069
C 4.58 2.02 5.21 -0.089
C 3.35 2.57 5.53 -0.081
C 2.25 2.35 4.71 -0.043
C 0.61 2.43 1.93 -0.200
C 1.06 3.74 2.05 -0.001
C 0.35 4.75 1.44 -0.051
C -0.79 4.44 0.72 -0.044
C -1.16 3.11 0.62 -0.107
N -0.48 2.13 1.20 0.071
H 0.08 -3.68 4.27 0.074
H 1.43 -2.74 4.80 0.097
H 3.71 0.37 2.39 0.091
H 5.67 0.79 3.82 0.105
H 5.43 2.20 5.85 0.100
H 3.24 3.18 6.42 0.101
H 1.29 2.78 4.96 0.121
H 1.95 3.95 2.62 0.118
H 0.68 5.78 1.53 0.113
H -1.40 5.21 0.25 0.107
H -2.05 2.81 0.08 0.099
C -2.43 2.02 -3.12 0.003
C -2.53 1.26 -1.82 -0.408
O -1.52 0.65 -1.45 -0.056
C -3.78 1.23 -1.08 -0.142
C -4.97 1.65 -1.72 -0.048
C -6.19 1.59 -1.10 -0.100
C -6.24 1.11 0.22 -0.080
C -5.12 0.71 0.88 -0.007
C -3.84 0.74 0.26 -0.376
O -2.81 0.37 0.95 -0.225
H -1.38 2.19 -3.34 0.079
H -2.97 2.96 -3.10 0.084
H -2.85 1.42 -3.93 0.099
H -4.92 2.01 -2.74 0.103
H -7.09 1.90 -1.61 0.096
H -7.20 1.06 0.73 0.104
H -5.15 0.34 1.90 0.116
N -4.27 -5.71 -3.17 0.083
C -2.95 -5.63 -2.92 -0.838
S -1.87 -6.73 -3.48 0.680
C -2.55 -4.44 -2.10 -0.230
C -3.27 -3.25 -2.14 -0.001
C -2.82 -2.18 -1.38 -0.095
N -1.74 -2.24 -0.61 -0.007
C -1.06 -3.38 -0.56 -0.200
C -1.42 -4.50 -1.29 -0.035
H -4.60 -6.52 -3.68 0.097
H -4.93 -5.17 -2.65 0.101
H -4.13 -3.11 -2.77 0.113
H -3.36 -1.24 -1.39 0.098
H -0.19 -3.39 0.08 0.082
H -0.83 -5.40 -1.25 0.097
O 0.96 -0.75 -0.18 -0.331
C 2.02 -0.43 -1.03 -0.577
C 2.30 1.07 -1.01 -0.448
C 1.46 2.06 -1.43 -0.147
C 2.03 3.35 -1.30 -0.187
C 3.29 3.32 -0.77 -0.409
S 3.78 1.72 -0.43 1.065
C 3.24 -1.22 -0.55 -0.522
C 3.35 -1.87 0.64 -0.120
C 4.60 -2.52 0.80 -0.176
C 5.41 -2.36 -0.29 -0.411
S 4.66 -1.42 -1.50 1.036
C 1.70 -0.86 -2.46 -0.465
C 1.75 -0.15 -3.63 -0.117
C 1.41 -0.93 -4.77 -0.180
C 1.11 -2.21 -4.44 -0.401
S 1.25 -2.49 -2.76 1.077
H 0.48 1.86 -1.81 0.092
H 1.53 4.27 -1.60 0.102
H 3.94 4.15 -0.56 0.064
H 2.56 -1.87 1.38 0.095
H 4.88 -3.09 1.67 0.100
H 6.41 -2.74 -0.44 0.062
H 2.04 0.89 -3.67 0.111
H 1.39 -0.54 -5.78 0.098
H 0.80 -3.01 -5.10 0.065
```

3.
C40H34Br3N2O2PRh as an isolated structure in a non-equilibrium geometry. Source: OMol25; level of theory: wB97M-V/def2-TZVPD.

- charge = +1
- multiplicity = 5
- E_tot (eV) = -271522.0127
- Kohn-Sham gap (alpha / beta) (eV) = 5.2 / 5.0

```
83
Properties=species:S:1:pos:R:3:lowdin_charge:R:1
Rh -0.43 0.11 -0.27 0.934
C -4.48 -0.61 2.61 -0.067
C -3.06 -1.10 2.43 -0.382
C -2.66 -2.19 3.42 -0.080
C -2.07 0.14 2.43 -0.249
C -1.67 0.63 3.82 -0.075
O -0.24 0.44 3.86 -0.004
C 0.20 0.17 2.57 -0.271
N -0.77 -0.11 1.75 -0.014
C 1.63 -0.08 2.48 -0.163
C 2.32 -0.42 3.63 0.010
C 3.66 -0.87 3.58 -0.027
C 4.36 -0.76 2.37 -0.036
C 3.69 -0.35 1.19 -0.054
C 2.32 0.00 1.25 -0.326
P 1.67 0.76 -0.21 0.970
C 2.29 2.47 -0.08 -0.326
C 2.02 3.37 -1.16 -0.126
C 2.72 4.56 -1.20 -0.072
C 3.54 4.98 -0.12 -0.058
C 3.67 4.12 0.97 -0.080
C 3.03 2.88 1.02 -0.072
C 2.55 0.02 -1.62 -0.357
C 3.14 0.79 -2.63 -0.044
C 3.40 0.15 -3.84 -0.076
C 3.24 -1.19 -4.00 -0.086
C 2.81 -1.94 -2.92 -0.066
C 2.53 -1.36 -1.67 -0.107
H -5.17 -1.45 2.66 0.086
H -4.79 0.07 1.76 0.100
H -4.55 -0.10 3.56 0.079
H -2.96 -1.59 1.38 0.144
H -3.21 -2.18 4.40 0.104
H -1.57 -2.18 3.61 0.072
H -2.70 -3.19 2.97 0.076
H -2.59 0.96 1.88 0.136
H -2.19 0.06 4.61 0.133
H -1.90 1.71 3.97 0.145
H 1.81 -0.38 4.56 0.115
H 4.22 -1.19 4.46 0.121
H 5.38 -1.03 2.32 0.100
H 4.24 -0.17 0.26 0.121
H 1.23 3.11 -1.87 0.120
H 2.66 5.14 -2.13 0.117
H 4.19 5.91 -0.14 0.131
H 4.26 4.46 1.82 0.112
H 3.13 2.25 1.90 0.105
H 3.18 1.85 -2.56 0.088
H 3.95 0.65 -4.62 0.114
H 3.45 -1.66 -4.97 0.120
H 2.82 -3.02 -3.01 0.106
H 2.21 -1.96 -0.84 0.088
C 0.12 -3.11 1.36 -0.016
C -0.56 -3.02 0.01 -0.224
C -1.15 -4.28 -0.40 0.004
C -1.86 -4.39 -1.54 -0.014
C -1.93 -3.29 -2.40 -0.184
C -2.63 -3.28 -3.66 -0.574
Br -3.72 -4.70 -4.24 0.864
C -2.52 -2.19 -4.53 -0.162
C -1.88 -1.05 -4.10 -0.570
Br -1.55 0.33 -5.36 0.866
C -1.27 -0.91 -2.83 -0.347
O -0.68 0.18 -2.46 -0.101
C -1.30 -2.12 -1.98 -0.117
N -0.71 -1.89 -0.76 0.029
H -0.24 -4.01 1.84 0.081
H -0.11 -2.19 1.91 0.042
H 1.25 -3.20 1.24 0.116
H -1.04 -5.12 0.27 0.119
H -2.51 -5.27 -1.74 0.113
H -2.98 -2.35 -5.56 0.131
Br -4.19 5.52 -1.86 0.700
C -3.02 4.08 -1.32 -0.663
C -3.50 2.80 -1.55 -0.151
C -2.78 1.69 -1.10 -0.132
C -1.52 1.84 -0.53 -0.291
C -1.09 3.10 -0.21 -0.132
C -1.81 4.23 -0.65 -0.105
H -4.47 2.68 -2.02 0.092
H -3.22 0.67 -1.19 0.106
H -0.17 3.35 0.34 0.092
H -1.44 5.23 -0.58 0.098
```

4.
C40H34F2N7O7Tc as an isolated structure. Source: OMol25; level of theory: wB97M-V/def2-TZVPD.

- charge = +1
- multiplicity = 4
- E_tot (eV) = -74421.7257
- Kohn-Sham gap (alpha / beta) (eV) = 6.4 / 6.7

```
91
Properties=species:S:1:pos:R:3:lowdin_charge:R:1
Tc 0.18 0.36 1.43 1.764
F -2.28 5.75 -1.96 0.073
C -2.98 4.71 -1.47 -0.186
C -2.32 3.67 -0.88 0.106
C -3.04 2.62 -0.31 -0.030
C -2.33 1.55 0.38 -0.244
O -1.08 1.53 0.28 -0.097
C -3.13 0.62 1.09 0.001
C -4.49 0.69 0.95 0.066
N -5.15 1.61 0.23 0.018
C -6.59 1.55 0.16 -0.258
C -7.24 1.33 -1.18 -0.091
C -7.23 0.23 -0.16 -0.071
C -4.44 2.64 -0.36 -0.104
C -5.10 3.71 -0.99 0.075
C -4.38 4.75 -1.55 -0.153
N -5.09 5.83 -2.14 -0.096
C -4.51 6.49 -3.30 -0.151
C -5.61 7.19 -4.07 -0.079
N -6.28 8.19 -3.14 0.061
C -6.81 7.52 -1.90 -0.083
C -5.68 6.78 -1.22 -0.137
C -2.63 -0.47 2.01 -0.536
O -3.41 -1.31 2.40 0.101
O -1.38 -0.40 2.37 -0.169
H -1.24 3.67 -0.81 0.145
H -5.08 -0.07 1.44 0.156
H -7.09 2.19 0.87 0.157
H -6.57 1.21 -2.03 0.116
H -8.16 1.84 -1.39 0.106
H -6.58 -0.61 -0.34 0.118
H -8.15 -0.01 0.35 0.114
H -6.18 3.72 -1.07 0.122
H -4.05 5.76 -3.95 0.151
H -3.73 7.22 -3.03 0.131
H -6.38 6.50 -4.38 0.142
H -5.23 7.75 -4.92 0.141
H -7.02 8.69 -3.63 0.185
H -5.58 8.89 -2.86 0.184
H -7.58 6.82 -2.24 0.142
H -7.26 8.28 -1.27 0.141
H -6.08 6.26 -0.35 0.141
H -4.94 7.51 -0.85 0.144
C 5.00 -3.56 -2.59 -0.040
C 5.59 -2.56 -1.61 -0.289
C 6.78 -1.82 -2.20 -0.144
C 7.41 -0.92 -1.15 -0.125
C 6.38 0.00 -0.57 -0.128
C 6.74 1.21 -0.02 0.063
C 5.77 2.06 0.51 -0.250
F 6.18 3.23 1.04 0.080
C 4.44 1.75 0.50 0.087
C 4.05 0.53 -0.07 -0.036
C 2.64 0.18 -0.08 -0.257
O 1.82 1.02 0.44 -0.163
C 2.29 -1.04 -0.66 -0.022
C 3.29 -1.84 -1.16 0.053
N 4.59 -1.56 -1.14 0.051
C 5.01 -0.35 -0.60 -0.056
C 0.88 -1.56 -0.85 -0.582
O 0.70 -2.43 -1.68 0.068
O -0.04 -1.03 -0.11 -0.143
H 5.82 -4.15 -2.99 0.090
H 4.52 -3.05 -3.42 0.102
H 4.30 -4.25 -2.13 0.087
H 5.92 -3.09 -0.71 0.163
H 6.44 -1.24 -3.06 0.138
H 7.50 -2.55 -2.56 0.125
H 8.23 -0.34 -1.57 0.125
H 7.83 -1.54 -0.35 0.133
H 7.78 1.51 0.00 0.137
H 3.70 2.41 0.93 0.133
H 2.98 -2.77 -1.62 0.132
O 1.38 -0.82 2.45 -0.324
N 1.12 -2.15 2.40 0.046
C 0.55 -2.61 3.44 -0.288
C 0.21 -1.81 4.60 -0.151
N -0.02 -1.20 5.54 0.202
C 0.28 -4.02 3.48 -0.149
N 0.07 -5.15 3.54 0.179
C 0.30 4.34 4.25 -0.102
C 0.70 4.40 2.93 -0.105
C 0.68 3.25 2.14 -0.141
C 0.26 2.03 2.66 -0.264
C -0.14 1.98 4.00 -0.106
C -0.12 3.13 4.79 -0.088
H 0.32 5.23 4.87 0.098
H 1.05 5.34 2.51 0.095
H 1.02 3.31 1.11 0.082
H -0.48 1.05 4.43 0.064
H -0.43 3.07 5.82 0.104
```

5.
C40H34HgN9O3SbSe4 as an isolated structure in a non-equilibrium geometry. Source: OMol25; level of theory: wB97M-V/def2-TZVPD.

- charge = -1
- multiplicity = 2
- E_tot (eV) = -333683.1190
- Kohn-Sham gap (alpha / beta) (eV) = 5.3 / 5.3

```
92
Properties=species:S:1:pos:R:3:lowdin_charge:R:1
Hg -0.93 0.27 -0.61 0.872
C -4.04 2.77 -3.35 -0.093
C -3.09 1.88 -2.88 -0.115
N -2.37 2.14 -1.80 0.082
C -2.61 3.29 -1.14 -0.194
C -3.55 4.18 -1.65 -0.077
N -4.25 3.93 -2.74 0.082
C -1.96 3.48 0.17 -0.189
C -1.90 4.71 0.81 0.054
C -1.43 4.77 2.13 -0.144
C -1.07 3.58 2.75 0.057
C -1.08 2.41 2.01 -0.210
N -1.49 2.38 0.75 0.095
C -0.61 1.13 2.59 -0.245
C -0.93 0.80 3.99 -0.071
N -0.36 -0.13 4.64 0.120
C 0.56 -1.00 3.96 -0.225
C 0.62 -0.82 2.43 -0.204
N 0.16 0.40 1.87 0.134
C -1.33 6.05 2.86 -0.170
C -2.31 7.03 2.71 -0.009
C -2.19 8.21 3.42 -0.144
N -1.19 8.46 4.25 0.053
C -0.25 7.54 4.39 -0.145
C -0.27 6.32 3.72 -0.007
H -4.64 2.56 -4.22 0.111
H -2.93 0.93 -3.36 0.037
H -3.78 5.12 -1.15 0.107
H -2.17 5.62 0.30 0.115
H -0.75 3.57 3.78 0.121
H -1.66 1.40 4.51 0.116
H 1.50 -0.98 4.52 0.145
H 1.61 -1.02 2.00 0.159
H -3.16 6.87 2.07 0.112
H -2.92 9.00 3.33 0.105
H 0.56 7.80 5.06 0.105
H 0.54 5.62 3.87 0.114
C 0.63 -4.90 -3.03 -0.070
O 1.51 -4.05 -3.74 -0.067
C 1.12 -2.81 -4.11 -0.219
C 1.78 -2.29 -5.22 -0.010
C 1.45 -1.07 -5.77 -0.095
C 0.41 -0.33 -5.21 -0.091
C -0.23 -0.81 -4.09 -0.029
C 0.13 -2.02 -3.51 -0.173
N -0.51 -2.39 -2.30 0.106
C 0.14 -2.49 -1.13 -0.475
N 1.51 -2.24 -1.19 0.147
C 2.01 -0.94 -1.14 -0.205
C 1.20 0.20 -1.14 -0.195
C 1.85 1.44 -1.11 -0.172
C 3.23 1.54 -1.04 -0.119
C 4.01 0.40 -0.97 -0.047
C 3.41 -0.84 -1.02 -0.214
O 4.08 -2.04 -0.92 -0.094
C 5.44 -2.02 -0.61 -0.097
N -0.47 -2.77 -0.03 0.065
C 0.09 -2.98 1.19 -0.190
C -0.32 -2.05 2.28 -0.152
C -0.04 -2.42 3.75 -0.180
C 0.95 -3.52 3.89 -0.052
C 1.41 -4.21 2.84 -0.016
C 0.97 -3.98 1.48 -0.233
O 1.49 -4.77 0.47 -0.140
C 1.03 -6.11 0.46 -0.083
H 0.99 -5.91 -3.21 0.095
H -0.40 -4.81 -3.38 0.090
H 0.66 -4.71 -1.95 0.052
H 2.57 -2.89 -5.66 0.112
H 1.97 -0.71 -6.64 0.096
H 0.12 0.61 -5.64 0.096
H -1.03 -0.24 -3.64 0.073
H -1.52 -2.51 -2.33 0.003
H 2.09 -2.92 -0.71 0.130
H 1.27 2.35 -1.12 0.075
H 3.70 2.52 -1.00 0.091
H 5.09 0.49 -0.87 0.096
H 5.73 -3.05 -0.45 0.091
H 5.63 -1.44 0.30 0.094
H 6.03 -1.60 -1.44 0.094
H -1.35 -1.74 2.13 0.049
H -0.92 -2.60 4.37 0.150
H 1.28 -3.74 4.90 0.103
H 2.13 -5.00 2.99 0.111
H 1.56 -6.61 -0.35 0.088
H -0.05 -6.15 0.27 0.058
H 1.27 -6.60 1.41 0.084
Se -5.91 -3.19 0.61 -0.265
Sb -3.87 -2.54 -0.60 -0.246
Se -4.18 -1.73 -2.91 -0.196
Se -2.51 -4.64 -0.76 0.182
Se -2.95 -0.44 0.62 0.041
```